Below is a cluster of 40 separate species, H80O40 in total, with properties calculated with ωB97M-V/def2-TZVPD.

Each atom is followed by the atoms it is bonded to, with distances in Å.
Cartesian coordinates (Å):
1 H -4.38696 1.38202 -4.98094  O3 0.818
2 H -3.62995 0.01029 -4.76887  O3 1.056
3 O -3.81312 1.02113 -4.52268  H1 0.818, H2 1.056
4 H 1.19575 -0.06222 5.81021  O6 1.014
5 H 1.62626 0.67020 4.49197  O6 0.989
6 O 1.99564 0.09537 5.20711  H4 1.014, H5 0.989
7 H 2.66014 -0.36985 2.16699  O9 0.986
8 H 1.66192 -0.52934 3.45448  O9 1.012
9 O 2.14669 -1.01309 2.70932  H7 0.986, H8 1.012
10 H 2.57743 3.40620 1.21506  O12 0.986
11 H 3.34942 1.95959 0.49692  O12 1.090
12 O 2.91185 2.95324 0.40584  H10 0.986, H11 1.090
13 H 2.45981 5.44005 -1.89747  O15 0.892
14 H 3.29446 4.36063 -1.23256  O15 1.006
15 O 2.98892 4.75272 -2.10698  H13 0.892, H14 1.006
16 H -0.59221 -0.28647 -4.10596  O17 0.911
17 O -1.18787 0.05592 -3.50768  H16 0.911, H95 0.950
18 H -0.08433 -1.73740 -1.21619  O19 1.043
19 O -0.49955 -2.66070 -1.46874  H18 1.043, H97 0.890
20 H 2.30110 6.39527 -0.24893  O22 0.988
21 H 0.95609 5.73829 -0.46857  O22 1.039
22 O 1.37829 6.50995 0.08449  H20 0.988, H21 1.039
23 H -2.80687 0.81307 1.44302  O25 0.937
24 H -3.64501 -0.39289 1.57155  O25 1.046
25 O -3.22706 0.36932 2.15335  H23 0.937, H24 1.046
26 H 5.89268 0.83518 3.56827  O28 1.079
27 H 6.35375 0.36831 1.84319  O28 1.038
28 O 6.06689 1.08843 2.53422  H26 1.079, H27 1.038
29 H -2.26157 2.08903 -3.94173  O31 0.981
30 H -3.49299 3.08223 -3.63092  O31 0.883
31 O -2.62408 2.92944 -3.58894  H29 0.981, H30 0.883
32 H 0.67952 -4.40724 -1.41929  O33 0.893
33 O 0.95395 -5.18358 -1.07446  H32 0.893, H98 0.859
34 H -5.56383 -3.32137 -0.86074  O36 0.902
35 H -5.15572 -4.67008 -0.23607  O36 1.013
36 O -4.91026 -3.94175 -0.89528  H34 0.902, H35 1.013
37 H -0.77299 -1.57908 3.74287  O39 0.954
38 H -1.64361 -0.90484 4.56403  O39 0.882
39 O -0.76827 -0.98814 4.49158  H37 0.954, H38 0.882
40 H -3.03254 6.04308 1.66742  O42 0.995
41 H -2.23352 4.97649 1.11125  O42 0.949
42 O -2.11661 5.66328 1.75495  H40 0.995, H41 0.949
43 H -0.11100 -6.21291 1.18920  O45 0.989
44 H -0.55500 -4.64836 1.14089  O45 0.954
45 O -0.58162 -5.46450 1.63352  H43 0.989, H44 0.954
46 H -0.38772 1.07474 1.53704  O48 1.078
47 H 0.37106 -0.06580 1.85091  O48 0.938
48 O -0.05813 0.17123 1.05096  H46 1.078, H47 0.938
49 H 1.47972 -4.69663 -3.77361  O51 0.959
50 H 0.41804 -4.04735 -4.42330  O51 0.969
51 O 1.29626 -4.37993 -4.66043  H49 0.959, H50 0.969
52 H 0.48022 3.01799 -4.41662  O53 1.050
53 O -0.32885 3.50897 -3.96171  H52 1.050, H94 1.025
54 H -3.52223 4.28386 -0.37374  O56 0.977
55 H -2.42586 4.78037 -1.17576  O56 0.882
56 O -3.29863 4.89084 -1.10657  H54 0.977, H55 0.882
57 H -1.26038 4.46664 3.57230  O58 0.951
58 O -0.82011 3.63307 3.69862  H57 0.951, H96 0.916
59 H 0.58104 -3.27027 3.17072  O61 0.857
60 H 0.83106 -4.62977 3.30090  O61 1.041
61 O 0.41607 -3.82008 3.80699  H59 0.857, H60 1.041
62 H 3.95894 0.09304 -0.34409  O64 0.845
63 H 4.93595 0.46239 0.76997  O64 1.017
64 O 3.98035 0.44568 0.42363  H62 0.845, H63 1.017
65 H -5.18996 0.00818 -0.82850  O67 0.955
66 H -3.59309 0.40926 -0.76210  O67 1.010
67 O -4.38444 -0.03304 -0.31712  H65 0.955, H66 1.010
68 H 1.53527 1.05635 -6.45293  O70 1.052
69 H 0.96127 1.79120 -5.18663  O70 0.951
70 O 0.73811 1.07110 -5.76684  H68 1.052, H69 0.951
71 H -0.77134 1.73983 -2.06405  O73 0.892
72 H -2.16829 2.05829 -2.10984  O73 0.841
73 O -1.53876 1.80345 -1.61304  H71 0.892, H72 0.841
74 H -3.45025 -2.98848 0.09546  O76 0.918
75 H -3.02359 -3.04435 -1.29677  O76 1.014
76 O -2.96113 -2.45726 -0.47214  H74 0.918, H75 1.014
77 H 4.46441 -4.26551 1.02788  O79 0.981
78 H 5.75900 -3.32455 1.43005  O79 0.874
79 O 4.90063 -3.43197 1.30633  H77 0.981, H78 0.874
80 H 2.24096 -1.12489 -0.01635  O82 0.972
81 H 2.38794 0.08127 -1.16153  O82 1.014
82 O 2.65331 -0.84624 -0.85077  H80 0.972, H81 1.014
83 H 2.73436 5.14266 2.44196  O85 0.989
84 H 1.35482 4.85483 3.22471  O85 0.923
85 O 2.09043 4.48704 2.80667  H83 0.989, H84 0.923
86 H -3.75652 -4.52367 3.04302  O88 0.839
87 H -2.44170 -4.25288 2.17090  O88 0.960
88 O -3.31051 -4.04140 2.52143  H86 0.839, H87 0.960
89 H 1.34056 -2.61828 1.12437  O90 0.811
90 O 1.02605 -2.67114 0.37882  H89 0.811, H99 0.901
91 H 3.58645 -1.76348 3.90003  O93 0.899
92 H 4.42631 -2.97758 4.14716  O93 0.950
93 O 4.04511 -2.20045 4.53754  H91 0.899, H92 0.950
94 H -1.02391 3.96618 -4.56118  O53 1.025
95 H -1.95051 0.43071 -3.93181  O17 0.950
96 H -1.20375 3.09204 3.06746  O58 0.916
97 H -0.96647 -2.74301 -0.71506  O19 0.890
98 H 1.40901 -5.71584 -1.57175  O33 0.859
99 H 1.10697 -3.02883 -0.44444  O90 0.901
100 O -0.00749 3.81326 0.75671  H101 1.007, H102 0.993
101 H 0.29704 4.76714 0.86489  O100 1.007
102 H 0.17296 3.33770 1.61010  O100 0.993
103 O -6.10376 -2.96507 0.89113  H104 0.901, H105 1.001
104 H -6.51943 -2.25822 0.51675  O103 0.901
105 H -5.24871 -2.52395 1.16575  O103 1.001
106 O 3.56843 -4.67592 -1.58096  H107 1.018, H108 1.034
107 H 3.48925 -4.04620 -2.37668  O106 1.018
108 H 3.90442 -4.07180 -0.81188  O106 1.034
109 O -2.87203 3.27236 1.25978  H110 1.016, H111 1.029
110 H -2.13688 2.73003 0.81425  O109 1.016
111 H -3.67103 2.68518 0.98452  O109 1.029
112 O 1.29062 1.46908 -1.41072  H113 0.987, H114 1.003
113 H 1.02238 2.01223 -0.63199  O112 0.987
114 H 0.57040 0.79684 -1.22206  O112 1.003
115 O -4.34042 -1.65355 -2.86122  H116 0.995, H117 0.937
116 H -3.95536 -1.32665 -2.00397  O115 0.995
117 H -4.37352 -2.58772 -2.80052  O115 0.937
118 O 6.14875 -1.16150 -1.30796  H119 0.915, H120 0.933
119 H 5.61148 -0.46114 -1.54944  O118 0.915
120 H 5.72529 -1.64558 -0.63237  O118 0.933



Below is a cluster of 40 separate species, H80O40 in total, with properties calculated with ωB97M-V/def2-TZVPD.

Each atom is followed by the atoms it is bonded to, with distances in Å.
Cartesian coordinates (Å):
1 H 0.66684 -2.85390 0.15354  O3 0.972
2 H 1.71557 -2.08613 0.90525  O3 0.984
3 O 1.41261 -3.01082 0.75736  H1 0.972, H2 0.984
4 H -0.42846 2.62723 -0.30427  O6 0.972
5 H -2.02589 2.33366 -0.55176  O6 0.963
6 O -1.28744 2.36268 0.06616  H4 0.972, H5 0.963
7 H 4.71981 2.07505 -1.68420  O9 0.960
8 H 4.09613 3.11400 -2.59699  O9 0.955
9 O 4.12246 2.17426 -2.42958  H7 0.960, H8 0.955
10 H -4.00407 -2.05750 2.26604  O12 0.955
11 H -4.42970 -3.38490 2.99647  O12 0.959
12 O -4.13002 -2.99915 2.17125  H10 0.955, H11 0.959
13 H -1.35696 5.39586 2.31402  O15 0.966
14 H -2.63398 4.85054 2.83363  O15 0.976
15 O -2.30505 5.44701 2.13464  H13 0.966, H14 0.976
16 H -1.86761 -3.18023 -1.06315  O17 0.966
17 O -1.18072 -3.37687 -1.71361  H16 0.966, H95 0.962
18 H -5.04743 2.16049 -1.04741  O19 0.958
19 O -4.28205 2.57748 -1.44572  H18 0.958, H97 0.972
20 H 2.16047 -5.19114 -3.70177  O22 0.969
21 H 1.80393 -4.46122 -2.22771  O22 0.980
22 O 2.18765 -4.41092 -3.12800  H20 0.969, H21 0.980
23 H -4.14085 -2.14602 -3.50934  O25 0.969
24 H -3.24568 -2.80539 -4.43187  O25 0.964
25 O -3.37215 -1.92630 -4.05700  H23 0.969, H24 0.964
26 H 2.58139 -0.46707 -3.06547  O28 0.968
27 H 1.21976 -0.76059 -2.62710  O28 0.977
28 O 1.71149 -0.04145 -3.06921  H26 0.968, H27 0.977
29 H 4.53172 -2.62176 0.04556  O31 0.965
30 H 3.84710 -3.74538 0.76885  O31 0.975
31 O 4.00070 -3.40705 -0.13242  H29 0.965, H30 0.975
32 H 0.19971 0.29505 2.51289  O33 0.967
33 O 0.52880 -0.42676 1.95928  H32 0.967, H98 0.966
34 H 1.96482 1.68141 -0.97425  O36 0.962
35 H 1.12677 0.60646 -1.55478  O36 0.970
36 O 1.18246 1.16316 -0.76248  H34 0.962, H35 0.970
37 H 3.49709 -3.02611 -2.19028  O39 0.958
38 H 4.22735 -2.18125 -3.35777  O39 0.955
39 O 3.53572 -2.21594 -2.70067  H37 0.958, H38 0.955
40 H 0.73855 3.50136 -4.50178  O42 0.978
41 H 0.93500 4.44405 -3.46599  O42 0.969
42 O 1.20811 4.35239 -4.39166  H40 0.978, H41 0.969
43 H -0.92538 -4.28276 3.79986  O45 0.970
44 H -2.27256 -4.34011 3.31348  O45 0.980
45 O -1.58492 -4.96999 3.61594  H43 0.970, H44 0.980
46 H 1.73789 -3.24611 -4.07784  O48 1.005
47 H 2.52509 -2.40646 -5.13141  O48 0.957
48 O 1.63591 -2.58045 -4.82439  H46 1.005, H47 0.957
49 H -1.74868 -1.33926 3.08215  O51 0.961
50 H -2.87783 -0.70191 3.96116  O51 0.961
51 O -2.54278 -1.52367 3.59121  H49 0.961, H50 0.961
52 H 2.74988 -5.35168 -1.22239  O53 0.964
53 O 2.01689 -5.22157 -0.60962  H52 0.964, H94 0.952
54 H 3.90163 3.74534 2.00927  O56 0.967
55 H 4.65637 3.41707 3.39523  O56 0.952
56 O 4.73590 3.54191 2.45444  H54 0.967, H55 0.952
57 H 0.79906 -1.66252 6.19877  O58 0.957
58 O -0.15782 -1.64865 6.21922  H57 0.957, H96 0.954
59 H -2.88259 0.47370 -5.29535  O61 0.989
60 H -3.01995 1.99150 -4.69581  O61 0.968
61 O -2.93677 1.04851 -4.49277  H59 0.989, H60 0.968
62 H -2.79440 2.03520 2.01443  O64 0.981
63 H -4.07097 1.27167 1.93237  O64 0.965
64 O -3.57117 1.92451 1.42637  H62 0.981, H63 0.965
65 H -1.27740 2.30420 -3.70042  O67 0.982
66 H 0.00073 1.56973 -4.07545  O67 0.977
67 O -0.30669 2.33617 -3.55291  H65 0.982, H66 0.977
68 H -2.16942 2.24141 3.27720  O70 0.957
69 H -1.62147 2.94509 4.49987  O70 0.957
70 O -2.12776 3.09755 3.70234  H68 0.957, H69 0.957
71 H -0.72561 4.68398 -1.26307  O73 0.960
72 H 0.43034 4.35666 -0.06494  O73 0.965
73 O 0.15054 4.78394 -0.88315  H71 0.960, H72 0.965
74 H -4.78152 -2.59787 0.16601  O76 0.956
75 H -6.09253 -1.90762 -0.51314  O76 0.949
76 O -5.46743 -1.93294 0.19997  H74 0.956, H75 0.949
77 H -3.18186 -0.90793 0.65415  O79 0.972
78 H -2.82833 -2.32570 1.26095  O79 0.994
79 O -2.44569 -1.52176 0.81801  H77 0.972, H78 0.994
80 H 2.18567 3.80300 -1.23839  O82 0.972
81 H 3.26705 4.61593 -0.75007  O82 0.978
82 O 2.96818 3.68837 -0.67266  H80 0.972, H81 0.978
83 H 0.72013 1.54327 0.96236  O85 1.006
84 H 2.01108 2.57838 0.99758  O85 0.955
85 O 1.22552 2.26803 1.44302  H83 1.006, H84 0.955
86 H -0.85355 0.05423 4.81886  O88 0.972
87 H 0.00107 1.49331 4.51604  O88 0.997
88 O -0.48800 0.69078 4.18226  H86 0.972, H87 0.997
89 H 0.92755 0.01689 -6.06332  O90 0.980
90 O 1.68606 0.59585 -6.28567  H89 0.980, H99 0.964
91 H -3.66918 0.16464 -1.67952  O93 0.956
92 H -3.88105 -0.17086 -3.23501  O93 0.958
93 O -4.07459 -0.40910 -2.32803  H91 0.956, H92 0.958
94 H 2.24077 -5.05211 0.29960  O53 0.952
95 H -0.92223 -2.48737 -1.97149  O17 0.962
96 H -0.54753 -2.24037 5.57990  O58 0.954
97 H -4.29460 3.51374 -1.18488  O19 0.972
98 H 0.18963 -0.32568 1.06059  O33 0.966
99 H 2.19770 -0.13875 -6.64386  O90 0.964
100 O 3.49221 -0.07150 0.28058  H101 0.972, H102 0.961
101 H 3.05679 0.24030 -0.53103  O100 0.972
102 H 4.01789 -0.76013 -0.13638  O100 0.961
103 O -6.84862 0.29610 -1.36615  H104 0.961, H105 0.976
104 H -6.26889 0.63739 -2.05282  O103 0.961
105 H -6.57599 -0.63361 -1.24756  O103 0.976
106 O 1.49209 -2.37000 4.04740  H107 0.981, H108 0.974
107 H 1.34221 -1.61408 3.44101  O106 0.981
108 H 1.69254 -2.96737 3.30467  O106 0.974
109 O 4.70595 -1.83669 2.24779  H110 0.955, H111 0.957
110 H 4.99890 -2.31865 3.01900  O109 0.955
111 H 4.22114 -1.05177 2.50262  O109 0.957
112 O -1.08583 -0.75656 -1.19393  H113 0.958, H114 0.962
113 H -1.02477 -0.54188 -2.12534  O112 0.958
114 H -1.48188 -0.03916 -0.69010  O112 0.962
115 O 2.88516 4.96797 3.72682  H116 0.951, H117 0.958
116 H 3.19017 4.28140 4.30915  O115 0.951
117 H 2.18047 4.74880 3.11520  O115 0.958
118 O 3.60541 0.30455 5.06218  H119 0.970, H120 0.963
119 H 3.05216 -0.06159 4.35393  O118 0.970
120 H 3.35054 -0.33319 5.73723  O118 0.963



Relative energy (zero: lowest compared OMol25 entry of this formula, charge and spin) (computed, kJ/mol): 1923.2, 915.5